92
Properties=species:S:1:pos:R:3 method="wB97M-V/def2-TZVPD" relative_energy_kj_mol=636.79 smiles="C=CC[C@H](CO[C@H](CCF)OC#N)OCS.CC(C)=O.CC(C)=O.CC(C)=O.CC(C)=O.CC(C)=O.CC(C)=O" homo_lumo_gap_ha=0.251 e_tot_ev=-63336.8622
C 0.28 -6.91 -1.37
C 0.04 -6.17 -2.64
C 0.81 -4.75 -3.06
C 0.21 -3.43 -2.29
C -1.43 -3.25 -2.58
O -2.01 -2.71 -1.34
C -3.29 -2.03 -1.58
C -4.49 -2.99 -2.18
C -4.44 -4.54 -1.65
F -4.03 -4.68 -0.22
O -3.21 -0.84 -2.45
C -2.18 0.11 -1.99
N -1.09 0.80 -1.77
O 0.81 -2.15 -2.67
C 2.28 -2.19 -2.66
S 3.05 -2.88 -1.10
H 1.18 -7.67 -1.31
H -0.41 -6.85 -0.41
H -0.77 -6.57 -3.40
H 0.64 -4.56 -4.23
H 1.96 -4.96 -2.84
H 0.27 -3.67 -1.13
H -1.49 -2.49 -3.50
H -1.94 -4.24 -2.95
H -3.68 -1.65 -0.52
H -4.56 -2.96 -3.37
H -5.51 -2.52 -1.78
H -5.54 -4.97 -1.74
H -3.76 -5.25 -2.29
H 2.66 -2.72 -3.66
H 2.66 -1.06 -2.76
H 3.41 -1.83 -0.20
C -2.21 -0.45 3.90
C -3.33 -1.17 3.20
O -4.50 -0.89 3.43
C -2.95 -2.25 2.22
H -2.63 0.30 4.58
H -1.61 -1.15 4.49
H -1.58 0.06 3.16
H -2.39 -3.04 2.74
H -2.35 -1.83 1.41
H -3.86 -2.69 1.80
C -1.29 6.39 -2.50
C -0.08 5.50 -2.34
O 1.03 5.87 -2.70
C -0.30 4.14 -1.73
H -0.98 7.34 -2.96
H -2.02 5.91 -3.15
H -1.73 6.60 -1.52
H -0.99 3.56 -2.34
H -0.70 4.25 -0.71
H 0.65 3.61 -1.67
C 7.09 -4.38 1.84
C 5.97 -5.10 1.14
O 4.80 -4.82 1.36
C 6.35 -6.18 0.16
H 6.67 -3.62 2.52
H 7.69 -5.08 2.43
H 7.72 -3.87 1.10
H 6.91 -6.97 0.68
H 6.95 -5.76 -0.65
H 5.44 -6.62 -0.26
C -3.72 8.84 0.57
C -2.57 9.49 -0.15
O -2.23 9.13 -1.27
C -1.85 10.61 0.57
H -4.14 8.05 -0.06
H -3.37 8.39 1.50
H -4.50 9.58 0.77
H -1.42 10.24 1.50
H -2.55 11.43 0.77
H -1.05 10.98 -0.07
C -3.05 0.38 7.52
C -2.18 1.59 7.31
O -1.65 1.82 6.23
C -1.98 2.50 8.49
H -3.11 -0.19 6.59
H -2.62 -0.26 8.30
H -4.06 0.69 7.80
H -1.50 1.96 9.31
H -2.94 2.91 8.81
H -1.32 3.33 8.20
C 5.76 0.94 -4.63
C 5.48 0.84 -3.15
O 5.73 -0.19 -2.52
C 4.89 2.04 -2.48
H 6.19 -0.01 -4.98
H 4.83 1.12 -5.17
H 6.48 1.74 -4.82
H 3.92 2.28 -2.92
H 5.56 2.90 -2.57
H 4.74 1.83 -1.41